A structure of composition C11H7F2IN3NiO5. Source: the Open Molecules 2025 dataset; level of theory: ωB97M-V with the def2-TZVPD basis set.

Positions of all 30 atoms, in Å:
Ni -0.23393 -0.43808 -0.66946
O -0.23755 0.97574 5.24165
C -0.33767 0.57899 3.94613
C -0.55345 -0.73730 3.46263
C -0.60943 -0.93459 2.08938
N -0.33902 0.00530 1.16677
C -0.25854 1.26710 1.66173
C -0.30659 1.56019 2.99824
C -0.35710 2.21388 0.47641
O -0.24785 3.44151 0.56910
O -0.61312 1.56121 -0.61659
C -1.01206 -2.21184 1.47280
O -1.53552 -3.05415 2.21306
O -0.79583 -2.23462 0.20025
H -0.16376 0.27316 5.89115
H -0.62869 -1.66921 4.09032
H -0.34455 2.67526 3.25505
I 1.16465 -0.84951 -6.40355
C 0.38817 -0.05966 -4.74889
C 0.18506 1.29916 -4.42246
N -0.07180 1.26503 -3.10698
N -0.11234 -0.00582 -2.58490
C 0.12478 -0.86253 -3.60803
H 0.11892 2.15690 -5.15676
H -0.31234 2.04436 -2.43197
H 0.07188 -1.91811 -3.54035
F 1.63463 -2.53917 -1.16652
C 1.45265 -1.42781 -0.34804
F 2.51241 -0.60647 -0.64316
H 1.41798 -1.76892 0.71298

Values from the calculation:
LUMO energy (spin up / spin down), eV: 2.2 / 2.2
Calculated total energy, eV: -80808.4395
Spin multiplicity: 3
Gap between HOMO and LUMO (spin up / spin down), eV: 5.76 / 7.49
Energy above the lowest of the compared OMol25 structures with the same formula, charge and spin, kcal per mole: 0.00
Total charge: -1

For each atom in turn, the Mulliken charge in e is:
1 Ni -0.133
2 O -0.542
3 C 1.050
4 C -0.655
5 C 0.230
6 N 0.138
7 C 0.240
8 C -0.409
9 C 0.222
10 O -0.721
11 O -0.847
12 C 0.522
13 O -0.768
14 O -0.558
15 H 0.307
16 H 0.307
17 H 0.356
18 I 0.106
19 C -0.562
20 C -0.010
21 N -0.055
22 N 0.119
23 C -0.315
24 H 0.379
25 H 0.334
26 H 0.495
27 F -0.344
28 C 0.272
29 F -0.404
30 H 0.246

=====

A structure of composition C11H7FeNO3S. Source: the Open Molecules 2025 dataset; level of theory: ωB97M-V with the def2-TZVPD basis set.

Positions of all 24 atoms, in Å:
S -1.70361 2.57082 -0.62719
C -3.32179 2.75940 -0.74245
N -4.49539 2.97412 -0.83768
O 3.82722 -0.43252 1.36566
C 2.70300 -0.42307 1.07759
Fe 1.04281 -0.10835 0.70304
C 0.76394 0.76502 2.24405
O 0.62976 1.45152 3.17632
C 1.59569 1.42537 0.01026
O 1.90097 2.52373 -0.25559
C -1.34088 0.05640 -0.06468
C -1.07680 -0.06700 -1.44416
C 0.07699 -0.60934 -1.96701
C 1.14070 -1.03699 -1.09833
C 0.92748 -2.02941 -0.06735
C -0.21887 -2.07176 0.69797
C -0.85597 -0.82328 0.94603
H -2.11310 0.73027 0.36679
H -1.80852 0.29279 -2.17005
H 0.23787 -0.61270 -3.05436
H 2.14932 -0.97782 -1.54960
H 1.73462 -2.75775 0.07159
H -0.48276 -2.94324 1.29541
H -1.31267 -0.65618 1.92375

Values from the calculation:
LUMO energy (spin up / spin down), eV: 0.3 / -3.1
Calculated total energy, eV: -64368.3393
Spin multiplicity: 5
Gap between HOMO and LUMO (spin up / spin down), eV: 6.92 / 6.44
Energy above the lowest of the compared OMol25 structures with the same formula, charge and spin, kcal per mole: 32.52

For each atom in turn, the Mulliken charge in e is:
1 S -0.039
2 C 0.469
3 N -0.426
4 O -0.391
5 C 0.006
6 Fe 0.249
7 C 0.541
8 O -0.355
9 C 0.217
10 O -0.376
11 C 0.016
12 C -0.227
13 C -0.745
14 C 0.262
15 C -0.436
16 C -0.969
17 C -0.857
18 H 0.237
19 H 0.378
20 H 0.398
21 H 0.553
22 H 0.415
23 H 0.358
24 H 0.722

=====

A structure of composition C11H7O3S4Zn. Source: the Open Molecules 2025 dataset; level of theory: ωB97M-V with the def2-TZVPD basis set.

Positions of all 26 atoms, in Å:
Zn -0.49808 -0.05544 -1.59350
C -2.17610 2.26814 1.55500
C -1.07553 1.64423 0.72578
O -1.38273 1.38811 -0.45166
C 0.22870 1.40350 1.30539
C 0.44905 1.80088 2.64822
C 1.65519 1.65001 3.27195
C 2.71575 1.06886 2.53929
C 2.55321 0.66803 1.24806
C 1.30274 0.80729 0.55935
O 1.22558 0.41647 -0.65098
H -3.07186 2.30751 0.94211
H -1.91090 3.27709 1.87599
H -2.37182 1.67997 2.45209
H -0.36535 2.24822 3.20246
H 1.79163 1.96544 4.29708
H 3.68077 0.93726 3.01739
H 3.36023 0.21794 0.68447
O -0.61757 -5.78911 -4.85109
C -0.67846 -4.72707 -4.27263
S -1.26141 -4.53053 -2.62086
C -1.05478 -2.79041 -2.51028
C -0.54850 -2.17760 -3.59251
S -0.23239 -0.45132 -3.81183
S -0.16182 -3.19623 -4.96976
S -1.55556 -2.03124 -0.99951

Values from the calculation:
LUMO energy, eV: 2.6
Calculated total energy, eV: -109427.0212
Gap between HOMO and LUMO, eV: 6.51
Total charge: -1

For each atom in turn, the Mulliken charge in e is:
1 Zn 0.385
2 C -1.472
3 C 1.616
4 O -0.774
5 C -0.047
6 C -0.558
7 C -0.850
8 C -0.265
9 C -0.636
10 C 0.872
11 O -0.891
12 H 0.338
13 H 0.377
14 H 0.393
15 H 0.249
16 H 0.372
17 H 0.342
18 H 0.388
19 O -0.611
20 C 0.563
21 S -0.188
22 C 0.170
23 C 0.176
24 S -0.327
25 S -0.190
26 S -0.432

=====

A structure of composition C11H8CaNO5. Source: the Open Molecules 2025 dataset; level of theory: ωB97M-V with the def2-TZVPD basis set.

Positions of all 26 atoms, in Å:
O -0.00549 2.27057 -4.83712
C 0.01296 1.71017 -3.83906
Ca 0.24239 0.67394 -0.05536
C -0.22307 0.67459 2.30939
O -0.32370 0.61253 3.46036
C -0.04671 -1.66907 -0.81802
O -0.18881 -2.82320 -0.64754
C 2.61452 -0.02840 -0.79372
O 3.71712 -0.29254 -1.00103
C -2.56826 -0.09967 -0.48739
O -3.66583 -0.42950 -0.46160
H 0.00278 -0.83767 -1.78018
C 3.61136 -2.62335 5.62357
C 2.91094 -2.15326 4.34327
C 3.45795 -1.10798 3.59599
C 2.72585 -0.60190 2.51864
N 1.59998 -1.17126 2.08836
C 1.10506 -2.21974 2.76228
C 1.77340 -2.79193 3.84551
H 4.66866 -2.92952 5.41814
H 3.63923 -1.79018 6.36860
H 3.06063 -3.48079 6.07246
H 4.40736 -0.63533 3.87583
H 3.10975 0.25918 1.97594
H 0.18721 -2.66819 2.41616
H 1.36740 -3.68139 4.33942

Values from the calculation:
LUMO energy, eV: -4.4
Calculated total energy, eV: -41693.5512
Gap between HOMO and LUMO, eV: 5.50
Energy above the lowest of the compared OMol25 structures with the same formula, charge and spin, kcal per mole: 0.00
Total charge: +1

For each atom in turn, the Mulliken charge in e is:
1 O -0.132
2 C 0.154
3 Ca 1.514
4 C -0.054
5 O -0.064
6 C -0.137
7 O -0.295
8 C 0.040
9 O -0.091
10 C 0.033
11 O -0.074
12 H -0.020
13 C -1.269
14 C 0.847
15 C -0.787
16 C -0.069
17 N -0.021
18 C -0.336
19 C -0.637
20 H 0.324
21 H 0.319
22 H 0.336
23 H 0.377
24 H 0.362
25 H 0.346
26 H 0.335